No. 1
Computed, not measured: a molecular structure, C2H6Cl, with ωB97M-V with the def2-TZVPD basis set.

## Properties
Multiplicity: 2
HOMO-LUMO gap (spin up / spin down): 10.18 / 9.79 eV
Relative energy (zero: lowest compared OMol25 entry of this formula, charge and spin): 7.7 kJ/mol
Net charge: 0

```
9
Properties=species:S:1:pos:R:3:forces:R:3:lowdin_spin:R:1
Cl 1.673 -0.793 -0.355 1.68 1.62 -1.44 0.27
H 0.886 -1.579 0.334 -0.98 -0.95 0.85 0.07
C -0.067 -2.309 1.065 -1.14 -0.92 1.15 0.52
C -1.155 -1.384 1.505 0.35 0.54 -0.42 0.07
H -0.360 -3.043 0.325 0.20 -0.08 -0.17 0.02
H 0.562 -2.692 1.866 0.14 0.00 -0.22 0.02
H -1.921 -1.927 2.061 -0.06 -0.06 0.04 0.03
H -0.754 -0.594 2.146 -0.14 -0.08 -0.01 0.00
H -1.625 -0.912 0.635 -0.05 -0.06 0.22 0.00
```
Positions in Å, forces in eV/Å.

---

No. 2
Computed, not measured: C2H6ClN in the gas phase, with ωB97M-V with the def2-TZVPD basis set.

## Properties
SMILES string: C[C@@H](N)Cl
HOMO-LUMO gap: 10.83 eV
Relative energy (zero: lowest compared OMol25 entry of this formula, charge and spin): 104.2 kJ/mol
Net charge: 0

```
10
Properties=species:S:1:pos:R:3:forces:R:3:mulliken_charge:R:1
C 1.160 -0.259 -0.594 -2.13 2.23 2.03 -0.99
C -0.412 -0.118 -0.230 0.63 1.60 2.44 -0.03
N -0.913 -0.111 1.303 2.79 1.83 -1.70 -0.59
Cl -0.958 1.338 -1.107 -0.29 0.69 -0.12 -0.22
H 1.429 -0.174 -1.633 -0.69 -0.13 -0.48 0.35
H 1.453 -1.179 -0.198 0.94 -1.37 0.71 0.30
H 1.669 0.621 -0.103 -0.38 -1.13 -0.22 0.29
H -1.059 -0.833 -0.559 -0.96 -2.35 -1.58 0.38
H -0.417 0.757 1.684 -1.42 -1.60 -0.23 0.27
H -1.952 -0.042 1.438 1.53 0.24 -0.85 0.26
```
Positions in Å, forces in eV/Å.

---

No. 3
Computed, not measured: 2 unconnected molecules or ions with the total composition C2H6ClN3, with ωB97M-V with the def2-TZVPD basis set.

## Properties
HOMO-LUMO gap: 11.49 eV
Relative energy (zero: lowest compared OMol25 entry of this formula, charge and spin): 104.5 kJ/mol
Net charge: +2

```
12
Properties=species:S:1:pos:R:3:forces:R:3:mulliken_charge:R:1
C 1.048 0.317 -1.740 2.99 -1.66 -1.30 0.23
C -0.185 -1.132 1.775 4.20 2.22 -3.35 0.33
N -1.053 -1.778 2.352 -2.80 2.16 2.05 -0.22
N 0.709 1.532 -1.833 -1.93 -0.27 -2.13 -0.16
N 0.562 -0.568 1.051 -1.06 -0.75 0.95 -0.09
Cl 0.860 -0.791 -2.968 -0.58 0.10 0.06 0.04
H 1.884 -0.026 -1.088 -1.24 0.57 0.22 0.29
H -1.052 -2.743 2.400 -0.13 -2.68 0.22 0.28
H -1.746 -1.200 2.867 0.16 -0.90 -0.07 0.32
H 0.863 2.115 -1.050 0.19 1.43 0.56 0.29
H 0.166 1.808 -2.713 0.70 0.12 1.78 0.31
H 1.483 -0.167 0.873 -0.50 -0.33 1.00 0.38
```
Positions in Å, forces in eV/Å.

---

No. 4
Computed, not measured: 2 unconnected molecules or ions with the total composition C2H6ClNO2, with ωB97M-V with the def2-TZVPD basis set.

## Properties
SMILES string: NCOC=O.Cl
HOMO-LUMO gap: 11.52 eV
Relative energy (zero: lowest compared OMol25 entry of this formula, charge and spin): 0.0 kJ/mol
Net charge: 0

```
12
Properties=species:S:1:pos:R:3:forces:R:3:mulliken_charge:R:1
N -0.829 -1.737 -1.172 1.60 0.93 -0.56 -0.51
C -0.471 -0.688 -0.318 0.88 2.59 4.84 -0.14
O -0.320 0.711 -0.850 -0.72 -0.64 -2.84 -0.32
C 0.161 1.694 -0.136 -0.54 -1.96 0.09 0.22
O 0.452 1.551 1.021 0.26 1.15 0.54 -0.59
H -1.738 -1.605 -1.532 -1.20 0.04 -0.33 0.28
H -0.194 -1.810 -1.984 -0.30 -0.08 0.79 0.28
H -1.233 -0.397 0.546 1.17 -1.67 -1.80 0.26
H 0.546 -0.722 0.241 -1.65 -1.13 -1.13 0.12
H 0.208 2.551 -0.787 0.28 0.93 0.20 0.37
Cl 2.201 -0.078 2.799 -0.32 0.04 -0.08 -0.33
H 1.217 0.532 2.172 0.55 -0.21 0.26 0.38
```
Positions in Å, forces in eV/Å.

---

No. 5
Computed, not measured: 2 unconnected molecules or ions with the total composition C2H6ClNO2, with ωB97M-V with the def2-TZVPD basis set.

## Properties
HOMO-LUMO gap: 8.32 eV
Relative energy (zero: lowest compared OMol25 entry of this formula, charge and spin): 336.9 kJ/mol
Net charge: 0

```
12
Properties=species:S:1:pos:R:3:forces:R:3:mulliken_charge:R:1
C 0.542 -0.026 -0.646 0.52 -0.55 -1.21 -0.71
C -2.065 -0.049 0.889 -0.22 -3.06 -1.42 0.68
N -2.066 -1.425 0.953 -1.85 1.15 -2.50 -0.46
O 0.282 1.587 -0.556 2.96 -0.17 -1.42 -0.34
O -1.772 0.791 1.623 1.15 1.92 2.43 -0.43
Cl -2.830 0.459 -0.672 -0.29 0.02 -0.35 -0.28
H 1.561 0.046 -0.239 0.12 -0.25 0.04 0.18
H 0.754 -0.020 -1.743 -0.11 -0.43 0.45 0.12
H -2.241 -1.739 0.005 -0.19 -0.22 0.22 0.21
H -1.481 -2.102 1.355 1.39 0.22 1.56 0.27
H -0.502 1.763 -1.028 -2.16 0.43 0.23 0.36
H 0.345 1.546 0.373 -1.32 0.94 1.97 0.40
```
Positions in Å, forces in eV/Å.

---

No. 6
Computed, not measured: C2H6ClNO2S in the gas phase, with ωB97M-V with the def2-TZVPD basis set.

## Properties
SMILES string: C[C@H](Cl)S(N)(=O)=O
HOMO-LUMO gap: 11.35 eV
Relative energy (zero: lowest compared OMol25 entry of this formula, charge and spin): 77.3 kJ/mol
Net charge: 0

```
13
Properties=species:S:1:pos:R:3:forces:R:3:mulliken_charge:R:1
C 0.535 1.505 0.731 2.34 2.88 -2.97 -1.24
C -0.172 0.844 -0.400 -2.64 -1.50 0.37 -0.02
Cl -1.852 1.576 -0.482 0.57 0.09 -0.11 -0.16
S -0.704 -1.018 0.022 2.56 -0.88 -0.28 1.11
N 0.628 -1.904 -0.691 -4.68 2.90 -3.09 -0.52
O -1.922 -1.356 -0.643 0.46 0.11 -0.39 -0.58
O -0.576 -1.269 1.433 -0.04 0.84 -0.25 -0.60
H 1.631 1.454 0.718 -0.23 -1.06 0.26 0.34
H 0.112 1.514 1.662 -1.14 -1.05 2.31 0.39
H 0.492 2.606 0.505 -0.30 -0.68 -0.18 0.39
H 0.189 0.892 -1.442 0.29 -0.22 0.89 0.39
H 1.271 -2.201 -0.101 3.38 -1.36 3.83 0.24
H 0.366 -2.644 -1.312 -0.57 -0.07 -0.39 0.25
```
Positions in Å, forces in eV/Å.

---

No. 7
Computed, not measured: 2 unconnected molecules or ions with the total composition C2H6ClNO3S, with ωB97M-V with the def2-TZVPD basis set.

## Properties
HOMO-LUMO gap: 6.75 eV
Relative energy (zero: lowest compared OMol25 entry of this formula, charge and spin): 694.0 kJ/mol
Net charge: 0

```
14
Properties=species:S:1:pos:R:3:forces:R:3:mulliken_charge:R:1
C -0.162 0.448 -0.621 -0.55 1.51 -0.94 -0.66
C -0.951 -0.735 -0.166 1.46 -3.00 1.09 -0.36
H 3.920 -0.401 -0.144 -4.64 -0.33 -0.48 0.44
H -0.940 1.361 -0.553 2.71 -1.51 -0.32 0.37
H -0.009 0.109 -1.660 0.91 1.41 0.23 0.40
H -0.113 -1.567 0.324 -2.92 2.26 -1.11 0.32
H -1.341 -1.190 -1.175 -0.18 0.50 2.27 0.29
H -2.695 -0.808 1.240 2.27 -0.12 -0.65 0.33
N -1.882 -0.221 0.879 -1.41 -1.50 0.29 -0.38
O 2.175 -0.627 -0.355 4.93 1.29 -1.39 -0.58
O 1.287 0.037 1.613 -0.53 2.17 -0.25 -0.55
O 2.171 1.988 0.146 -2.28 -4.40 -0.04 -0.55
S 1.469 0.645 0.299 0.95 0.89 1.66 1.07
Cl -2.929 0.961 0.173 -0.71 0.83 -0.35 -0.15
```
Positions in Å, forces in eV/Å.

---

No. 8
Computed, not measured: 2 unconnected molecules or ions with the total composition C2H6ClNOS, with ωB97M-V with the def2-TZVPD basis set.

## Properties
SMILES string: C=CCl.NSO
HOMO-LUMO gap: 9.51 eV
Relative energy (zero: lowest compared OMol25 entry of this formula, charge and spin): 122.2 kJ/mol
Net charge: 0

```
12
Properties=species:S:1:pos:R:3:forces:R:3:mulliken_charge:R:1
C 0.144 -1.241 -1.868 1.50 2.53 0.15 -0.68
C -0.733 -0.386 -1.361 0.94 -0.62 -1.04 -0.11
Cl -2.276 -0.830 -0.907 -1.73 -0.68 0.76 -0.19
H 1.119 -0.832 -2.223 -0.88 -0.45 0.33 0.25
H 0.006 -2.268 -1.871 -0.40 -1.73 -0.18 0.29
H -0.631 0.662 -1.296 0.59 0.90 -0.06 0.43
N 1.504 0.839 1.129 -0.95 -0.38 -0.07 -0.38
S 0.072 1.693 1.261 -0.50 -1.11 0.92 0.11
O -1.026 0.836 2.405 3.44 0.73 0.49 -0.52
H 2.333 0.916 1.719 -0.93 0.42 0.36 0.23
H 1.437 -0.096 0.739 -0.09 0.25 -0.27 0.26
H -1.949 0.709 2.272 -1.00 0.14 -1.40 0.31
```
Positions in Å, forces in eV/Å.

---

No. 9
Computed, not measured: 2 unconnected molecules or ions with the total composition C2H6ClNS, with ωB97M-V with the def2-TZVPD basis set.

## Properties
HOMO-LUMO gap: 8.75 eV
Relative energy (zero: lowest compared OMol25 entry of this formula, charge and spin): 368.8 kJ/mol
Net charge: 0

```
11
Properties=species:S:1:pos:R:3:forces:R:3:mulliken_charge:R:1
C 0.710 -1.150 -0.345 -2.97 0.46 5.69 -0.30
C -1.713 0.527 -0.683 -0.79 1.64 -1.76 -0.20
N -1.490 1.761 -0.193 -2.00 -4.39 1.35 -0.27
S 1.793 0.083 0.534 0.48 -0.19 -0.72 -0.24
Cl -2.806 -0.397 0.341 0.33 0.30 0.57 -0.12
H 0.759 -2.190 0.230 -0.37 2.30 -1.20 0.25
H 1.031 -1.303 -1.314 0.39 0.25 -2.07 0.31
H -0.424 -0.535 -0.160 3.49 -2.86 -1.44 -0.02
H -1.310 1.740 0.766 -0.43 0.80 2.25 0.23
H -1.020 2.436 -0.650 2.17 2.09 -2.41 0.23
H 1.380 0.012 1.811 -0.30 -0.40 -0.25 0.12
```
Positions in Å, forces in eV/Å.

---

No. 10
Computed, not measured: 2 unconnected molecules or ions with the total composition C2H6ClO2P, with ωB97M-V with the def2-TZVPD basis set.

## Properties
HOMO-LUMO gap (spin up / spin down): 8.54 / 7.77 eV
Relative energy (zero: lowest compared OMol25 entry of this formula, charge and spin): 356.5 kJ/mol
Net charge: 0

```
12
Properties=species:S:1:pos:R:3:forces:R:3:mulliken_charge:R:1
C 0.857 0.529 -0.222 -0.19 -0.32 -0.06 -0.87
C -0.029 -0.662 -0.586 -0.04 1.06 -0.57 -0.25
O -0.526 -0.080 3.374 0.36 0.70 0.37 -0.46
O -0.113 -1.620 0.370 -1.31 -0.58 3.08 -0.54
P -1.284 -0.975 2.523 1.39 -0.42 -2.60 0.71
Cl -1.593 -2.749 3.311 -0.27 -0.45 -0.17 -0.13
H 1.035 1.152 -1.097 0.00 0.12 -0.02 0.34
H 0.376 1.123 0.551 0.00 0.14 0.09 0.25
H 1.810 0.172 0.164 0.06 0.00 0.00 0.25
H 0.413 -1.190 -1.450 -0.06 0.04 -0.03 0.28
H -1.026 -0.310 -0.915 0.15 -0.03 -0.07 0.26
H -2.495 -0.470 2.021 -0.11 -0.25 -0.02 0.15
```
Positions in Å, forces in eV/Å.

---

No. 11
Computed, not measured: 2 unconnected molecules or ions with the total composition C2H6ClO3PS, with ωB97M-V with the def2-TZVPD basis set.

## Properties
HOMO-LUMO gap: 6.62 eV
Relative energy (zero: lowest compared OMol25 entry of this formula, charge and spin): 96.0 kJ/mol
Net charge: 0

```
14
Properties=species:S:1:pos:R:3:forces:R:3:mulliken_charge:R:1
C 0.621 -0.249 -0.911 -0.07 -0.47 -0.25 -0.47
P 0.945 -1.510 0.284 -0.03 0.33 -0.13 0.54
S 1.708 -3.224 -0.617 -0.27 -0.23 0.14 -0.21
Cl -0.664 -2.039 1.295 0.25 0.05 -0.25 -0.08
H 0.211 -0.734 -1.790 -0.21 -0.17 -0.15 0.35
H 1.586 0.154 -1.197 0.22 0.30 0.09 0.35
H -0.075 0.501 -0.502 0.02 0.34 0.56 0.07
H 1.892 -1.095 1.219 -0.07 0.04 0.07 0.20
H 2.998 -2.857 -0.591 -0.03 0.25 0.11 0.20
C -1.476 2.441 0.530 0.00 0.09 0.06 0.70
O -0.914 1.374 0.946 0.06 -0.57 -0.21 -0.82
O -2.871 2.320 0.401 0.47 -0.13 0.08 -0.49
O -0.975 3.508 0.233 0.03 0.21 -0.14 -0.65
H -2.985 1.411 0.699 -0.37 -0.04 0.03 0.30
```
Positions in Å, forces in eV/Å.

---

No. 12
Computed, not measured: a molecular structure, C2H6EuO3, with ωB97M-V with the def2-TZVPD basis set.

## Properties
Multiplicity: 9
HOMO-LUMO gap (spin up / spin down): 6.03 / 11.21 eV
Net charge: +1

```
12
Properties=species:S:1:pos:R:3:forces:R:3:lowdin_spin:R:1
C 1.740 -0.900 2.236 0.46 -0.65 -0.02 0.01
O 0.809 0.084 1.778 -0.09 -0.41 -1.36 0.06
C 0.673 0.292 0.463 -1.18 3.04 0.99 0.02
O 0.029 1.436 0.312 0.71 -0.99 -0.63 0.09
Eu 0.459 3.217 1.986 -0.14 -0.23 -0.21 7.81
H 1.253 -1.879 2.176 0.26 0.16 0.28 0.00
H 2.646 -0.892 1.617 -0.21 -0.01 0.14 0.00
H 1.998 -0.606 3.257 -0.14 -0.30 -0.22 0.00
H 1.428 -0.048 -0.258 -0.41 -0.33 0.33 0.00
O -0.832 -0.599 -0.578 -0.22 4.28 0.87 0.00
H -1.410 -0.852 0.151 -0.33 -0.49 0.04 0.00
H -1.045 0.708 -0.504 1.29 -4.07 -0.19 0.00
```
Positions in Å, forces in eV/Å.